Record 1
C21H43N9O2P2S3V | ωB97M-V with the def2-TZVPD basis set

Atoms and positions in Å:
1 V 0.074 0.139 -1.491
2 N 2.443 0.019 1.653
3 C 1.207 -0.186 2.406
4 C 0.891 0.952 3.402
5 C -0.163 0.749 4.500
6 C 0.339 -0.022 5.741
7 N -0.423 -1.248 6.018
8 C -0.484 -1.817 7.230
9 N -1.341 -2.808 7.462
10 N 0.327 -1.412 8.198
11 C 0.043 -0.377 1.453
12 O -0.910 -1.049 1.707
13 O 0.114 0.324 0.256
14 H 3.238 -0.073 2.277
15 H 2.484 0.963 1.282
16 H 1.300 -1.133 2.943
17 H 0.619 1.833 2.813
18 H 1.839 1.201 3.886
19 H -1.076 0.297 4.104
20 H -0.448 1.744 4.838
21 H 0.234 0.627 6.611
22 H 1.400 -0.261 5.637
23 H -1.050 -1.590 5.309
24 H -2.027 -3.083 6.781
25 H -1.388 -3.258 8.363
26 H 1.023 -0.703 8.051
27 H 0.260 -1.796 9.128
28 C -0.199 1.377 -4.945
29 P -1.211 0.886 -3.521
30 C -2.465 -0.212 -4.221
31 C -2.134 2.396 -3.100
32 C -1.143 3.439 -2.604
33 P 0.047 2.705 -1.418
34 C -0.390 3.369 0.209
35 C 1.603 3.554 -1.810
36 H -0.814 2.000 -5.597
37 H 0.113 0.501 -5.512
38 H 0.687 1.940 -4.652
39 H -2.967 0.352 -5.011
40 H -3.203 -0.500 -3.476
41 H -2.025 -1.104 -4.665
42 H -2.886 2.149 -2.348
43 H -2.668 2.743 -3.986
44 H -1.643 4.283 -2.127
45 H -0.562 3.845 -3.434
46 H -0.064 4.410 0.233
47 H 0.115 2.821 1.001
48 H -1.464 3.342 0.380
49 H 1.371 4.618 -1.894
50 H 2.031 3.212 -2.750
51 H 2.335 3.416 -1.016
52 N 1.512 -1.971 -0.483
53 N 2.828 -1.946 -0.967
54 C 3.337 -0.832 -1.483
55 N 4.636 -0.764 -1.708
56 S 2.384 0.548 -1.901
57 H 1.565 -1.990 0.532
58 H 1.068 -2.830 -0.798
59 H 3.447 -2.707 -0.712
60 H 5.273 -1.518 -1.489
61 H 5.028 0.053 -2.154
62 C 1.985 -1.291 -4.600
63 C 0.881 -1.988 -3.866
64 N 0.083 -1.518 -2.908
65 C -0.864 -2.483 -2.540
66 C -0.747 -3.664 -3.182
67 S 0.530 -3.589 -4.299
68 C -1.888 -2.070 -1.589
69 C -2.909 -2.787 -1.077
70 S -3.883 -1.787 -0.105
71 C -2.881 -0.457 -0.396
72 N -1.871 -0.730 -1.206
73 C -3.150 0.874 0.218
74 H 1.979 -0.222 -4.437
75 H 1.896 -1.489 -5.669
76 H 2.955 -1.684 -4.288
77 H -1.366 -4.544 -3.085
78 H -3.157 -3.825 -1.241
79 H -4.137 1.244 -0.064
80 H -2.400 1.588 -0.102
81 H -3.123 0.805 1.306

Force components x, y, z for each atom (eV/Å):
0.5985 -0.7256 -0.8503
0.0277 -0.0988 0.0378
0.1093 0.1866 0.0179
0.0495 0.1134 0.0413
0.0544 -0.1552 -0.0421
-0.0389 -0.0412 -0.0053
-0.0142 0.1455 0.0523
0.0827 -0.0376 -0.0146
-0.0010 0.0291 -0.0401
-0.0566 0.0073 0.0382
-0.0783 0.5148 -0.6743
-0.2853 -0.1753 0.0062
-0.1015 0.1177 2.1171
-0.0046 -0.0047 0.0101
-0.0270 -0.0027 -0.0398
-0.0641 -0.0213 0.0429
0.0178 0.0219 0.0635
0.0287 0.0476 -0.0415
0.0301 -0.0480 -0.0215
-0.1012 0.0103 -0.0285
0.0354 0.0398 -0.0078
-0.0032 -0.0645 -0.0184
-0.0089 -0.0144 -0.0011
-0.0229 0.0060 0.0104
0.0183 -0.0207 -0.0102
0.0331 -0.0089 -0.0072
-0.0092 0.0020 0.0021
0.0475 -0.0041 0.0277
-0.1909 0.3173 -0.1285
0.0676 -0.0569 -0.0348
-0.0390 -0.0173 0.0127
-0.0168 0.0202 0.0469
0.0621 0.0683 -0.1943
0.0284 0.0086 0.0597
-0.0134 -0.0134 0.0698
0.0073 0.0059 -0.0319
-0.0142 -0.0014 0.0087
0.0002 0.0054 -0.0013
-0.0215 -0.0228 -0.0339
-0.0306 0.0145 0.0026
0.0105 0.0090 0.0032
0.0099 0.0047 0.0182
-0.0376 0.0051 -0.0157
0.0009 0.0195 -0.0013
-0.0036 0.0060 -0.0206
-0.0355 0.0267 0.0111
0.0105 0.0072 -0.0448
-0.0059 -0.0005 0.0112
0.0175 0.0103 0.0041
-0.0117 0.0166 -0.0299
0.0058 -0.0146 -0.0064
-0.0470 -0.1161 -0.2221
-0.1571 -0.0748 -0.0809
-0.0183 0.0623 -0.0418
-0.0436 -0.0534 -0.0884
0.0586 0.2544 -0.0005
0.0292 0.1185 0.0012
0.0625 -0.0617 -0.0173
0.0015 -0.0013 0.0435
0.0180 0.0198 0.0498
0.0047 0.0004 -0.0122
-0.0149 -0.0607 0.0555
-0.0564 0.2181 0.0695
-0.1040 -0.3413 -0.0369
0.0333 0.3813 0.0957
-0.0427 -0.1849 -0.0411
0.0397 -0.2156 -0.1859
0.2294 0.3512 -0.1362
-0.1601 -0.1618 0.0275
-0.2382 -0.0600 0.1142
0.1704 0.2198 -0.1642
0.0645 -0.5058 0.1953
-0.0395 -0.0744 0.0157
-0.0181 0.0214 0.0066
0.0049 -0.0138 0.0186
-0.0022 0.0178 0.0005
0.0330 0.0306 -0.0058
0.0194 0.0355 0.0103
0.0055 -0.0157 -0.0031
0.0342 -0.0160 -0.0200
0.0168 -0.0112 -0.0171

Its net charge is +4. For the HOMO energy (alpha / beta), the calculation gives -18.71 / -18.70 eV. Its energy above the lowest of the compared OMol25 structures with the same formula, charge and spin is 33.0 kJ/mol. Its expectation value of S² is 0.78. As for the LUMO energy (alpha / beta): -0.42798 / -0.40720 hartree. As for the HOMO-LUMO gap (alpha / beta): 7.06 / 7.62 eV. Its spin multiplicity is 2.

Record 2
H28O14 | ωB97M-V with the def2-TZVPD basis set

Atoms and positions in Å:
1 O -20.906 11.190 -8.592
2 H -20.448 11.218 -7.759
3 H -21.771 10.981 -8.243
4 O -24.326 8.371 -6.224
5 H -24.205 9.015 -6.880
6 H -25.186 8.426 -5.907
7 O -24.211 10.941 -12.699
8 H -24.851 10.552 -12.107
9 H -23.513 11.200 -12.062
10 O -24.438 7.591 -9.092
11 H -24.938 7.258 -9.810
12 H -24.804 7.114 -8.349
13 O -21.292 6.989 -7.675
14 H -21.684 6.916 -8.602
15 H -21.809 6.316 -7.208
16 O -26.382 9.547 -7.816
17 H -25.847 9.154 -8.490
18 H -27.256 9.603 -8.175
19 O -21.858 11.710 -11.419
20 H -21.838 11.009 -10.722
21 H -21.512 12.508 -10.999
22 O -23.217 7.308 -12.097
23 H -22.411 6.922 -12.504
24 H -23.762 6.593 -11.791
25 O -20.575 7.561 -10.560
26 H -21.306 8.152 -10.504
27 H -20.674 7.068 -11.346
28 O -19.774 9.774 -11.857
29 H -19.984 9.029 -11.310
30 H -19.005 9.554 -12.422
31 O -22.747 9.314 -10.309
32 H -23.037 8.794 -11.029
33 H -23.370 8.944 -9.738
34 O -25.800 9.715 -10.561
35 H -25.716 10.509 -10.093
36 H -26.637 9.755 -11.015
37 O -21.618 9.330 -13.959
38 H -21.337 9.339 -13.022
39 H -20.971 9.741 -14.515
40 O -23.691 10.681 -7.772
41 H -24.454 10.946 -7.220
42 H -23.989 10.927 -8.651

Force components x, y, z for each atom (eV/Å):
-0.1034 0.1250 -0.0671
0.9794 0.1005 0.3669
-0.8135 -0.2155 -0.2061
2.2391 -2.1799 0.8366
0.3357 1.4338 -1.4116
-2.4255 0.3784 0.7027
0.1510 0.3028 0.4132
-0.3383 -0.3698 -0.0409
0.2231 0.2086 -0.7202
0.3511 0.0986 0.8039
-0.7802 -0.2761 -1.4289
0.2349 -0.0187 0.8853
-1.2256 -0.6496 -1.7198
1.0745 0.3700 1.6524
0.2143 0.3138 0.1682
-0.0253 0.6174 1.3215
0.5617 -0.6484 -0.8454
-0.7717 0.0325 -0.2987
-0.2923 -0.2563 0.8273
0.2976 0.8123 -0.6988
0.0040 -0.3207 -0.0037
0.9270 0.1654 -0.5824
-1.0493 0.3095 0.1306
-0.1239 -0.7022 0.0469
1.5041 -0.4736 1.3024
-1.5237 0.9606 0.3994
-0.1406 -0.8722 -1.2415
0.8602 1.1643 -1.3662
0.5618 -0.9495 0.6525
-0.7150 -0.0422 0.7349
1.7060 1.5429 -0.1255
-0.2124 -0.6256 -2.6233
-1.3599 -0.6619 2.7604
0.0536 -2.0687 -0.9594
0.0555 2.0057 0.9874
-0.4625 0.1216 -0.2756
-1.0751 -1.1759 0.5421
0.4423 0.7955 -0.9951
0.6453 0.4129 0.1797
-0.8063 0.2828 0.4313
0.5765 -0.0820 -0.1679
0.2456 0.0339 -0.3672

Its net charge is 0. For the HOMO energy, the calculation gives -9.86 eV. Its energy above the lowest of the compared OMol25 structures with the same formula, charge and spin is 239.3 kJ/mol. As for the LUMO energy: -0.01813 hartree. As for the HOMO-LUMO gap: 9.37 eV.

Record 3
C6H10FN | ωB97M-V with the def2-TZVPD basis set

Atoms and positions in Å:
1 C 0.312 0.560 -2.579
2 C 0.671 1.610 -1.601
3 F 1.032 2.691 -2.273
4 C 0.839 1.634 -0.275
5 C 0.622 0.534 0.668
6 C -0.280 -0.494 0.558
7 C -0.350 -1.555 1.630
8 N -1.731 -1.517 2.151
9 H 0.901 0.731 -3.542
10 H -0.760 0.640 -2.834
11 H 0.580 -0.483 -2.210
12 H 1.225 2.618 0.076
13 H 1.424 0.443 1.442
14 H -1.022 -0.552 -0.179
15 H 0.501 -1.318 2.342
16 H -0.199 -2.558 1.162
17 H -1.906 -2.306 2.734
18 H -1.857 -0.678 2.731

Force components x, y, z for each atom (eV/Å):
0.4706 -1.4168 -0.7957
0.4951 -1.0775 0.7593
0.2024 1.7192 -0.5644
-0.0897 0.6960 -0.3475
-0.2700 -1.6535 -0.3736
2.5363 1.4618 1.7125
0.3195 0.2079 -0.5532
0.6671 0.7960 0.1903
-0.7522 -0.1373 1.3013
0.4180 -0.3259 0.0832
-0.6268 1.2997 -0.3163
-0.2620 -0.9336 0.0245
-1.0146 0.2068 -0.3332
-0.9523 0.1968 -1.0225
-1.0271 -0.6305 -0.3781
0.0118 0.6245 0.5129
-0.1641 -0.5882 0.4761
0.0382 -0.4454 -0.3757

The SMILES is C/C(F)=C\C=C\CN. Its net charge is 0. For the HOMO energy, the calculation gives -8.47 eV. Its energy above the lowest of the compared OMol25 structures with the same formula, charge and spin is 79.1 kJ/mol. As for the LUMO energy: 0.03842 hartree. As for the HOMO-LUMO gap: 9.51 eV.

> Look up the net charge of the third one.

0